Here is an isolated molecule of C4H7N3O at a distorted geometry from the OMol25 dataset. Energies are from ωB97M-V/def2-TZVPD.

Cartesian coordinates (Å):
C: 0.710832 2.921030 0.094791
C: 0.943024 1.678294 0.027160
C: 0.868031 0.233087 0.168578
N: -0.135025 -0.481217 0.250010
O: -1.296159 0.203151 -0.180885
C: -2.499280 -0.478699 0.030288
N: 2.008117 -0.357065 0.161468
N: 1.904295 -1.767572 -0.115753
H: 0.768170 3.920252 -0.316438
H: -3.163141 0.389532 -0.434599
H: -2.826335 -0.439523 1.301167
H: -2.358219 -1.686786 -0.449600
H: 2.678776 -0.223580 -0.733046
H: 1.456273 -2.152285 0.773368
H: 0.940644 -1.758612 -0.576504

Forces on atoms 1 to 2 (eV/Å):
1.57 -4.94 -1.42
-2.11 5.06 0.59

As for the orbital gap: 9.478 eV. The value obtained for the energy above the lowest of the compared OMol25 structures with the same formula, charge and spin is 200.67 kcal/mol. The largest force on an atom comes out at 0.181 hartree/bohr. The calculation puts the LUMO energy at 0.4957 eV.